#w
The following is a DFT calculation (the ωB97M-V functional and the def2-TZVPD basis) of a single C2H5ClN2 molecule.

The HOMO energy comes out at -0.3436 Ha. Its structure (SMILES) is N/N=C\CCl.

The geometry in ORCA input format:
```
! wB97M-V def2-TZVPD RIJCOSX def2/J DEFGRID3
* xyz 0 1
N -0.548 1.315 1.922
N -1.093 0.007 1.574
C -0.479 -0.584 0.590
C 0.677 0.082 -0.159
Cl 0.643 -0.529 -1.899
H -0.730 1.339 2.955
H -1.273 2.072 1.664
H -0.679 -1.659 0.449
H 0.429 1.174 -0.076
H 1.624 -0.173 0.231
*
```

***

#x
The following is a DFT calculation (the ωB97M-V functional and the def2-TZVPD basis) of a molecular structure, C2H5ClN2.

The HOMO energy comes out at -0.3312 Ha.

The geometry in ORCA input format:
```
! wB97M-V def2-TZVPD RIJCOSX def2/J DEFGRID3
* xyz 0 1
C 1.093 -0.313 0.126
C 0.145 0.922 0.628
H -1.177 -1.388 -2.075
H -1.287 0.027 -0.505
H 2.111 -0.366 0.915
H -0.642 1.213 -0.281
H -0.555 0.250 1.166
N -0.888 -1.180 -1.013
N 0.557 -1.176 -0.698
Cl 0.642 2.010 1.737
*
```

***

Relative energy of each structure, in kcal/mol: #w 0.0; #x 86.7.

***

#w
The following is a DFT calculation (the ωB97M-V functional and the def2-TZVPD basis) of a single C5H8FNS molecule.

The HOMO energy comes out at -0.2974 Ha. Its structure (SMILES) is C[C@@H](F)/C(N)=C\C=S.

The geometry in ORCA input format:
```
! wB97M-V def2-TZVPD RIJCOSX def2/J DEFGRID3
* xyz 0 1
C -0.758 -1.609 0.544
C -0.911 -0.484 -0.486
F -2.254 -0.210 -0.507
C -0.166 0.810 -0.079
N -1.007 1.790 0.233
C 1.218 0.910 0.026
C 2.123 -0.137 -0.276
S 3.749 -0.057 -0.125
H -1.403 -2.444 0.246
H 0.285 -1.956 0.666
H -1.181 -1.166 1.472
H -0.619 -0.785 -1.472
H -1.887 1.858 -0.196
H -0.569 2.683 0.306
H 1.652 1.864 0.348
H 1.728 -1.068 -0.699
*
```

***

#x
The following is a DFT calculation (the ωB97M-V functional and the def2-TZVPD basis) of 2 unconnected molecules or ions with the total composition C5H8FNS.

The HOMO energy comes out at -0.3134 Ha.

The geometry in ORCA input format:
```
! wB97M-V def2-TZVPD RIJCOSX def2/J DEFGRID3
* xyz 0 1
C -2.275 -0.997 -0.303
C -0.841 -0.391 0.039
C 0.290 -1.155 0.284
C 1.686 -0.351 0.253
C 1.981 1.096 0.438
H -2.525 -1.182 0.883
H -2.938 -0.268 -0.831
H -2.390 -1.996 -0.973
H -0.002 1.379 -0.342
H -1.599 1.554 -0.714
H 0.310 -2.204 -0.168
H 1.369 1.528 1.338
H 3.075 1.433 0.824
N -0.761 0.976 0.233
F 1.587 1.871 -0.699
S 3.031 -1.293 -0.263
*
```

***

Relative energy of each structure, in kcal/mol: #w 0.0; #x 100.1.